Below is a cluster of 2 separate species, CH4NP in total, with properties calculated with the ωB97M-V functional and the def2-TZVPD basis.

The energy above the lowest of the compared OMol25 structures with the same formula, charge and spin is 31.87 kJ/mol. The multiplicity is 3. As for the lowest unoccupied orbital energy (spin up / spin down): -0.2 / -0.7 eV. As for the HOMO energy (spin up / spin down): -7.44 / -11.36 eV. Its expectation value of S² is 2.007.

Bonds (Å) are listed after each position.
Positions of all 7 atoms, in Å:
1 C 0.034 0.243 1.738  H4 1.129, H5 1.088, H6 1.098
2 N -0.019 -0.249 -2.889  P3 1.513, H7 1.029
3 P 0.964 -0.630 -1.803  N2 1.513
4 H -0.812 -0.194 1.130  C1 1.129
5 H 0.536 -0.393 2.464  C1 1.088
6 H 0.224 1.323 1.789  C1 1.098
7 H -0.927 -0.099 -2.428  N2 1.029